## A
The following is a DFT calculation (the ωB97M-V functional and the def2-TZVPD basis) of a 2-piece molecular cluster, C9H13NO overall.

Calculated values
LUMO energy   0.802 eV
Highest occupied orbital energy   -8.98 eV
Frontier orbital gap   0.3594 Ha
Charge   0
Structure (SMILES)   Cc1ccccc1.CC(N)=O

Element x y z (Å)
C: 0.774 2.075 0.489
C: 0.684 1.997 1.950
O: -0.326 2.214 2.607
N: 1.835 1.773 2.681
H: -0.167 2.099 -0.087
H: 1.389 1.216 0.117
H: 1.575 1.600 3.641
H: 2.712 1.635 2.214
H: 1.264 2.979 0.043
C: -2.436 -0.088 -2.070
C: 0.202 -1.469 0.306
C: -0.983 -0.902 -0.099
C: 1.047 -2.128 -0.600
C: -1.350 -0.921 -1.466
C: 0.754 -2.128 -1.927
C: -0.515 -1.641 -2.324
H: 0.480 -1.416 1.348
H: -1.720 -0.340 0.485
H: 1.950 -2.547 -0.204
H: 1.339 -2.689 -2.655
H: -1.943 0.718 -2.668
H: -3.115 0.450 -1.348
H: -0.687 -1.724 -3.390
H: -2.867 -0.692 -2.901



## B
The following is a DFT calculation (the ωB97M-V functional and the def2-TZVPD basis) of C9H13NO as an isolated structure.

Calculated values
LUMO energy   0.766 eV
Highest occupied orbital energy   -8.50 eV
Frontier orbital gap   0.3405 Ha
Charge   0

Element x y z (Å)
C: 0.550 -1.677 -0.318
C: 2.626 1.230 0.650
C: 2.147 0.043 0.543
C: -1.515 -0.295 1.509
C: -0.978 0.896 0.523
C: -1.788 -1.418 0.519
C: 1.340 -0.411 -0.599
C: -0.539 0.204 -0.700
C: -0.621 0.787 -2.125
N: -0.744 -1.275 -0.483
O: 1.016 -2.739 -0.031
H: 3.270 1.767 1.329
H: 2.277 1.933 -0.108
H: 2.037 -0.599 1.395
H: -0.719 -0.534 2.256
H: -2.348 0.148 2.002
H: -1.813 1.513 0.280
H: -0.193 1.428 1.121
H: -1.513 -2.388 1.049
H: -2.731 -1.463 -0.076
H: 1.843 -0.084 -1.508
H: -1.577 0.984 -2.513
H: -0.013 0.198 -2.780
H: -0.014 1.752 -1.934



What should be chosen as the most stable of them? Choose A.